Entry 1:
The molecule C19H21N3O, computed with ωB97M-V with the def2-TZVPD basis set.

Each line ends with the Mulliken charge.
Positions of all 44 atoms, in Å:
C1 -3.9983 -1.6544 0.5828  -1.301
C2 -3.5333 -0.2279 0.7511  0.864
O1 -2.9426 0.1796 1.7290  -0.624
N1 -3.8744 0.5849 -0.2878  -0.211
C3 -3.2496 1.8779 -0.4254  -0.794
C4 -1.9774 1.7958 -1.2967  -1.050
C5 -1.1755 0.6071 -0.8937  0.297
N2 -1.3288 -0.5564 -1.4655  -0.695
C6 -0.5081 -1.4174 -0.7833  0.755
C7 -0.2725 -2.7744 -0.9699  -0.796
C8 0.6165 -3.3908 -0.1162  -0.461
C9 1.2560 -2.6870 0.9061  -0.863
C10 1.0338 -1.3411 1.1088  -1.013
C11 0.1495 -0.7104 0.2488  0.756
N3 -0.3023 0.5838 0.1552  0.909
C12 0.1491 1.6896 0.9501  -1.119
C13 1.3307 2.4188 0.2787  -0.926
C14 2.4596 1.4561 0.0433  0.472
C15 3.4122 1.2301 1.0282  -0.407
C16 4.3999 0.2790 0.8463  -0.583
C17 4.4414 -0.4634 -0.3213  -0.477
C18 3.5010 -0.2397 -1.3115  -0.763
C19 2.5185 0.7168 -1.1312  -0.052
H1 -3.3732 -2.1354 -0.1678  0.289
H2 -3.8904 -2.1851 1.5240  0.330
H3 -5.0344 -1.6869 0.2557  0.398
H4 -4.1670 0.1408 -1.1451  0.273
H5 -3.9602 2.5833 -0.8637  0.369
H6 -2.9982 2.2023 0.5873  0.351
H7 -1.4078 2.7204 -1.2047  0.145
H8 -2.2635 1.6565 -2.3404  0.487
H9 -0.7718 -3.3149 -1.7588  0.492
H10 0.8249 -4.4442 -0.2345  0.413
H11 1.9417 -3.2118 1.5547  0.431
H12 1.5355 -0.8082 1.9019  0.445
H13 0.4604 1.2979 1.9210  0.500
H14 -0.6799 2.3820 1.1123  0.422
H15 0.9995 2.8423 -0.6719  0.241
H16 1.6485 3.2337 0.9311  0.561
H17 3.3768 1.8022 1.9453  0.400
H18 5.1348 0.1122 1.6205  0.386
H19 5.2061 -1.2132 -0.4596  0.404
H20 3.5276 -0.8152 -2.2248  0.419
H21 1.7858 0.8847 -1.9084  0.326

Forces on atoms 1 to 3 (eV/Å):
0.16 0.01 0.19
-0.43 -0.36 -0.10
0.26 0.06 0.28

Computed properties:
* ΔE to the lowest compared entry with this formula, charge and spin: 0.3968 eV
* spin multiplicity: 1
* strongest force on any atom: 0.773 eV/Å
* net charge: 0
* SMILES string: CC(=O)NCCc1nc2ccccc2n1CCc1ccccc1
* E_tot: -976.1862 hartree


Entry 2:
A structure of composition C19H21N3O2 in a non-equilibrium geometry, computed with ωB97M-V with the def2-TZVPD basis set.

Each line ends with the Mulliken charge.
Positions of all 45 atoms, in Å:
C1 1.4897 3.4609 5.9309  -1.512
H1 1.2345 3.8364 6.8182  0.410
O1 0.2185 3.2868 5.1942  -0.502
C2 0.0570 2.8183 4.0569  1.402
C3 0.9662 2.5718 3.2929  0.537
C4 0.9190 2.0331 2.1268  -0.767
N1 1.8484 1.5992 1.2520  -0.274
C5 1.0974 1.4051 -0.0942  -0.321
C6 -0.2500 1.4939 0.1956  0.418
N2 -1.2015 1.0048 -0.7351  -0.636
C7 -0.5110 0.7212 -1.8681  -0.276
N3 0.6532 0.6601 -2.1754  0.251
C8 1.4498 0.8044 -1.2826  0.629
O2 2.9268 0.6745 -1.6419  -0.824
C9 0.9105 -0.0203 -3.4811  -1.147
H2 1.9793 0.3079 -3.6419  0.487
H3 0.0992 -0.0351 -4.1028  0.695
C10 1.2277 -1.6781 -3.2001  -1.729
C11 0.0523 -2.2658 -2.8358  1.124
C12 -0.9874 -2.5249 -3.3262  -0.207
C13 -2.4132 -2.9596 -2.8195  -1.065
C14 -2.1706 -3.0099 -1.1717  -0.872
C15 -0.9021 -3.5633 -0.8075  -0.439
C16 0.2659 -2.7303 -1.1228  -1.953
H4 1.0759 -2.9266 -1.2285  1.623
H5 0.1196 -1.7911 -0.6996  0.231
H6 -1.1890 -3.7385 0.3674  0.185
H7 -0.7724 -4.5084 -1.3144  0.267
H8 -3.1447 -3.6333 -0.7714  0.301
H9 -2.4493 -2.0656 -0.9312  0.416
H10 -3.1561 -2.4106 -3.2823  0.515
H11 -2.5677 -3.9850 -3.1862  0.365
H12 -1.0813 -2.2337 -4.4643  0.175
H13 1.9830 -1.8009 -2.5958  0.631
H14 1.3827 -2.0410 -4.2219  0.492
H15 -1.2182 0.3614 -2.7040  0.260
C17 -0.4585 1.9863 1.4352  0.543
C18 -1.2802 2.0065 2.4643  -0.755
C19 -1.1605 2.6742 3.6205  -0.821
H16 -1.8451 2.9590 4.3666  0.487
H17 -2.4335 1.8491 2.0296  0.192
H18 3.0616 1.6910 1.2980  0.364
H19 2.2081 2.7085 3.7549  -0.041
H20 1.9197 4.2470 5.4757  0.561
H21 2.0464 2.7608 6.0267  0.578

Forces on atoms 1 to 3 (eV/Å):
-8.08 6.05 -3.90
-1.53 1.05 3.65
0.91 2.25 7.94

Computed properties:
* ΔE to the lowest compared entry with this formula, charge and spin: 19.7141 eV
* spin multiplicity: 1
* strongest force on any atom: 18.881 eV/Å
* net charge: 0
* E_tot: -1050.7099 hartree


Entry 3:
The molecule C19H21N3O2S, computed with ωB97M-V with the def2-TZVPD basis set.

Each line ends with the Mulliken charge.
Positions of all 46 atoms, in Å:
C1 2.0908 0.7945 3.8145  -0.783
O1 1.8498 1.7693 2.8259  -0.458
C2 1.7780 1.3710 1.5308  0.840
C3 1.5689 2.3794 0.5862  -1.134
C4 1.4443 2.0570 -0.7438  -0.504
C5 1.5377 0.7393 -1.1930  0.528
N1 1.3102 0.4785 -2.5633  0.066
C6 0.2366 -0.2157 -3.0544  -0.180
S1 -0.1810 -0.0078 -4.6395  -0.391
N2 -0.3722 -1.0889 -2.2320  0.237
C7 -1.7001 -1.5929 -2.4831  -1.071
C8 -2.7735 -0.5577 -2.0848  -0.943
C9 -2.3560 0.2117 -0.8730  0.729
C10 -2.0749 1.5457 -0.8255  -0.989
N3 -1.6688 1.9031 0.4311  0.180
C11 -1.6571 0.7940 1.2229  -0.712
C12 -1.3188 0.6484 2.5619  -0.741
C13 -1.3996 -0.6154 3.1053  -0.550
C14 -1.8123 -1.7099 2.3400  -0.915
C15 -2.1600 -1.5693 1.0160  -0.189
C16 -2.0850 -0.3029 0.4346  1.001
C17 1.8334 -0.2606 -0.2592  -0.093
O2 2.0337 -1.5833 -0.5467  -0.470
C18 2.7090 -1.9228 -1.7442  -0.778
C19 1.9219 0.0646 1.0940  -0.419
H1 1.3087 0.0300 3.8173  0.254
H2 2.0821 1.3294 4.7628  0.235
H3 3.0667 0.3194 3.6756  0.362
H4 1.4994 3.4010 0.9232  0.498
H5 1.2537 2.8336 -1.4705  0.445
H6 1.6396 1.1869 -3.2069  0.326
H7 -0.1261 -1.0437 -1.2516  0.089
H8 -1.8115 -2.5107 -1.9036  0.392
H9 -1.7832 -1.8265 -3.5460  0.556
H10 -3.7185 -1.0756 -1.9102  0.398
H11 -2.9122 0.1448 -2.9078  0.340
H12 -2.1486 2.2761 -1.6086  0.446
H13 -1.3912 2.8259 0.7166  0.281
H14 -1.0055 1.4983 3.1498  0.415
H15 -1.1511 -0.7676 4.1462  0.491
H16 -1.8638 -2.6830 2.8061  0.416
H17 -2.4925 -2.4209 0.4415  0.392
H18 2.0268 -1.9962 -2.5934  0.239
H19 3.1543 -2.9003 -1.5605  0.343
H20 3.4971 -1.2021 -1.9726  0.312
H21 2.1207 -0.7485 1.7718  0.510

Forces on atoms 1 to 3 (eV/Å):
0.04 -0.17 0.17
-0.07 0.22 -0.21
0.04 -0.10 -0.32

Computed properties:
* ΔE to the lowest compared entry with this formula, charge and spin: 1.5904 eV
* spin multiplicity: 1
* strongest force on any atom: 0.794 eV/Å
* net charge: 0
* SMILES string: COc1ccc(NC(=S)NCCc2c[nH]c3ccccc23)c(OC)c1
* E_tot: -1449.5676 hartree